The following is a DFT calculation (ωB97M-V/def2-TZVPD) of a structure of composition C39H66N6O7PRuSTe at a distorted geometry.

Last column: Löwdin charge in e.
Element x y z (Å)
Ru: 1.191 1.469 0.442  1.2877
O: -1.356 2.068 -2.774  -0.0742
H: -1.160 2.970 -2.534  0.0012
H: -0.693 1.474 -2.379  -0.0251
O: 4.502 -1.589 5.345  -0.0266
N: 5.450 -1.093 4.995  0.0297
C: 4.408 3.332 1.902  -0.1475
S: 4.494 2.600 0.301  0.3896
O: 3.641 1.371 0.332  -0.4592
O: 3.988 3.591 -0.618  -0.3654
O: 5.911 2.254 0.108  -0.3705
H: 3.489 3.856 1.947  0.0299
H: 5.220 4.025 2.066  0.0606
H: 4.446 2.518 2.605  0.0597
C: 0.393 5.541 -0.018  -0.0884
O: 0.407 4.260 0.547  -0.1531
C: 0.979 3.233 -0.097  -0.3786
C: 1.222 3.527 -1.525  -0.1073
H: 1.371 5.858 -0.361  0.1010
H: 0.086 6.146 0.851  0.1057
H: -0.306 5.713 -0.828  0.0851
H: 2.214 3.936 -1.658  0.0734
H: 0.435 4.178 -1.879  0.0660
H: 1.144 2.565 -2.029  0.0232
N: 0.836 0.387 -1.158  -0.3429
P: 1.480 -0.888 -1.788  0.5575
N: 2.407 -0.495 -3.095  -0.2177
C: 2.720 -1.363 -4.191  -0.2211
C: 2.476 -0.581 -5.477  -0.1756
C: 3.093 0.852 -5.489  -0.1772
C: 2.764 1.649 -4.194  -0.1889
C: 3.114 0.796 -3.024  -0.2273
N: 0.491 -2.026 -2.455  -0.2218
C: -0.596 -1.595 -3.277  -0.2404
C: -1.879 -1.547 -2.498  -0.1882
C: -2.213 -2.795 -1.724  -0.1819
C: -0.974 -3.345 -0.961  -0.1650
C: 0.247 -3.341 -1.888  -0.1789
N: 2.500 -1.718 -0.765  -0.1834
C: 3.929 -1.569 -0.943  -0.2205
C: 4.754 -2.693 -0.320  -0.2142
C: 4.387 -2.881 1.089  -0.2274
C: 2.872 -3.005 1.246  -0.1890
C: 2.132 -1.823 0.667  -0.2196
H: 2.086 -2.232 -4.120  0.1023
H: 3.756 -1.730 -4.149  0.1138
H: 1.425 -0.488 -5.610  0.0864
H: 2.922 -1.149 -6.309  0.1071
H: 2.770 1.298 -6.444  0.1045
H: 4.171 0.754 -5.411  0.0990
H: 1.701 1.920 -4.201  0.1073
H: 3.356 2.603 -4.130  0.1295
H: 2.767 1.312 -2.150  0.0490
H: 4.213 0.651 -2.881  0.1427
H: -0.665 -2.194 -4.248  0.1382
H: -0.307 -0.612 -3.695  0.1065
H: -2.694 -1.394 -3.222  0.1189
H: -1.897 -0.604 -1.909  0.0767
H: -2.549 -3.582 -2.401  0.1095
H: -3.009 -2.591 -1.056  0.0746
H: -1.206 -4.292 -0.552  0.0727
H: -0.927 -2.642 -0.083  0.1071
H: 0.051 -4.056 -2.671  0.1149
H: 1.032 -3.650 -1.156  0.1096
H: 4.309 -0.608 -0.525  0.1088
H: 4.131 -1.512 -2.033  0.0995
H: 5.823 -2.462 -0.563  0.1286
H: 4.493 -3.619 -0.877  0.1172
H: 4.783 -2.046 1.686  0.1174
H: 4.904 -3.823 1.405  0.1185
H: 2.593 -3.124 2.273  0.0995
H: 2.542 -3.909 0.691  0.1146
H: 2.398 -0.953 1.263  0.0921
H: 1.039 -2.028 0.772  0.0927
C: 0.214 3.532 3.360  -0.0158
C: 0.479 2.023 3.382  -0.7192
O: 0.337 1.385 4.392  -0.0256
N: 0.823 1.539 2.199  -0.1145
Te: -2.321 -0.836 3.584  1.4783
C: -3.266 -2.280 2.357  -0.4505
C: -4.542 -2.201 1.787  -0.2858
C: -5.392 -0.973 2.021  -0.0561
C: -4.965 -3.237 0.933  0.0035
C: -4.120 -4.374 0.662  -0.2462
C: -4.641 -5.506 -0.233  -0.0447
C: -2.882 -4.387 1.261  -0.0725
C: -2.446 -3.372 2.105  -0.3629
C: -1.033 -3.482 2.585  -0.1262
C: -2.989 1.044 2.733  -0.3830
C: -3.359 2.064 3.605  -0.3341
C: -3.462 1.982 5.100  -0.0923
C: -3.639 3.337 3.031  -0.0259
C: -3.610 3.579 1.632  -0.2669
C: -4.035 4.940 1.143  -0.0600
C: -3.173 2.514 0.827  -0.0329
C: -2.859 1.277 1.296  -0.2747
C: -2.204 0.204 0.436  -0.0867
H: 0.094 4.006 4.285  0.0532
H: -0.739 3.579 2.848  0.0573
H: 0.883 4.041 2.682  0.0451
H: -5.444 -0.651 3.067  0.0774
H: -6.403 -1.159 1.682  0.0726
H: -5.018 -0.144 1.481  0.0512
H: -5.859 -3.077 0.427  0.0875
H: -4.431 -5.255 -1.275  0.0675
H: -5.682 -5.667 -0.201  0.0478
H: -4.137 -6.482 0.002  0.0896
H: -2.146 -5.221 1.182  0.1238
H: -0.616 -4.340 2.062  0.0742
H: -0.986 -3.533 3.665  0.0651
H: -0.493 -2.538 2.329  0.0365
H: -2.877 2.793 5.612  0.0951
H: -3.068 1.058 5.511  0.0076
H: -4.517 2.206 5.375  0.0870
H: -4.073 4.154 3.649  0.1191
H: -4.382 4.852 0.070  0.0917
H: -3.160 5.571 1.081  0.0611
H: -4.800 5.373 1.818  0.0801
H: -3.140 2.716 -0.254  0.1200
H: -2.109 0.584 -0.589  0.0452
H: -2.663 -0.808 0.387  0.0715
H: -1.178 0.112 0.714  0.0155

For the HOMO energy (alpha / beta), the calculation gives -4.28 / -5.17 eV. The calculation puts the HOMO-LUMO gap (alpha / beta) at 6.459 / 7.429 eV. Its net charge is -1. As for the total energy: -94783.6684 eV. As for the spin multiplicity: 5. Its LUMO energy (alpha / beta) is 2.2 / 2.3 eV.

The following is a DFT calculation (ωB97M-V/def2-TZVPD) of a structure of composition C39H67BKN6OP2S.

Last column: Löwdin charge in e.
Element x y z (Å)
K: 0.201 -1.279 0.045  0.5000
C: -2.825 4.070 3.606  -0.0977
C: -2.024 2.773 3.455  -0.7091
C: -0.936 2.730 4.531  -0.1160
C: -2.971 1.591 3.721  -0.1202
P: -1.255 2.358 1.772  1.1290
C: -2.654 2.912 0.687  -0.3487
N: -2.747 2.221 -0.578  -0.0592
B: -1.955 1.079 -1.115  -0.3519
N: -2.605 0.954 -2.448  -0.0760
C: -2.288 0.058 -3.528  -0.3433
P: -0.605 -0.707 -3.388  1.1169
C: -0.882 -2.188 -4.538  -0.6991
C: -1.620 -3.205 -3.651  -0.1215
C: -1.701 -1.989 -5.817  -0.0948
C: 0.476 -2.799 -4.892  -0.1108
C: 0.452 0.573 -4.296  -0.7000
C: 0.140 1.939 -3.670  -0.1040
C: 0.262 0.699 -5.807  -0.1018
C: 1.919 0.247 -3.990  -0.1112
C: -3.629 1.862 -2.628  -0.2018
C: -4.490 2.078 -3.691  -0.0363
C: -5.439 3.103 -3.588  -0.1362
C: -5.519 3.882 -2.446  -0.1352
C: -4.655 3.664 -1.366  -0.0351
C: -3.714 2.653 -1.463  -0.2011
C: 0.059 3.666 1.387  -0.7038
C: -0.170 5.090 1.889  -0.1037
C: 1.398 3.149 1.929  -0.1131
C: 0.176 3.705 -0.141  -0.1172
H: -3.244 4.120 4.618  0.0785
H: -3.664 4.115 2.911  0.0697
H: -2.220 4.962 3.458  0.0524
H: -1.403 2.700 5.522  0.0822
H: -0.289 3.608 4.498  0.0631
H: -0.313 1.837 4.427  0.0458
H: -3.457 1.726 4.694  0.0805
H: -2.430 0.644 3.732  0.0486
H: -3.756 1.518 2.965  0.0704
H: -2.592 3.998 0.521  0.0842
H: -3.580 2.757 1.253  0.0759
H: -2.358 0.591 -4.486  0.0774
H: -3.019 -0.759 -3.586  0.0835
H: -2.614 -2.856 -3.366  0.0734
H: -1.057 -3.413 -2.739  0.0465
H: -1.748 -4.142 -4.207  0.0814
H: -2.666 -1.522 -5.619  0.0693
H: -1.902 -2.967 -6.271  0.0790
H: -1.182 -1.387 -6.560  0.0566
H: 1.077 -2.951 -3.991  0.0604
H: 1.045 -2.176 -5.583  0.0610
H: 0.328 -3.773 -5.373  0.0838
H: -0.863 2.286 -3.925  0.0820
H: 0.862 2.671 -4.049  0.0854
H: 0.200 1.906 -2.582  0.0417
H: -0.780 0.886 -6.071  0.0721
H: 0.602 -0.185 -6.347  0.0578
H: 0.849 1.550 -6.171  0.0803
H: 2.099 0.252 -2.913  0.0772
H: 2.569 1.002 -4.446  0.0800
H: 2.221 -0.729 -4.373  0.0565
H: -4.440 1.465 -4.582  0.0920
H: -6.119 3.284 -4.412  0.0832
H: -6.261 4.670 -2.383  0.0835
H: -4.727 4.274 -0.474  0.0925
H: -0.118 5.160 2.976  0.0589
H: -1.134 5.487 1.564  0.0709
H: 0.607 5.747 1.481  0.0794
H: 1.415 3.094 3.018  0.0471
H: 2.207 3.818 1.616  0.0808
H: 1.612 2.153 1.536  0.0712
H: -0.711 4.138 -0.610  0.0794
H: 0.290 2.702 -0.554  0.0407
H: 1.043 4.316 -0.419  0.0844
C: 4.148 -4.563 2.084  -0.1530
C: 2.924 -4.281 2.681  -0.1512
C: 2.212 -3.143 2.311  -0.2337
C: 2.641 -2.202 1.343  -0.2189
C: 3.892 -2.543 0.786  -0.2211
C: 4.633 -3.677 1.128  -0.1672
H: 4.714 -5.446 2.362  0.0799
H: 2.521 -4.959 3.430  0.0841
H: 1.247 -3.006 2.804  0.0601
H: 4.332 -1.891 0.029  0.0653
H: 5.592 -3.868 0.652  0.0825
C: 2.959 1.601 5.597  -0.0707
C: 2.625 0.429 6.514  -0.4110
C: 1.394 0.727 7.362  -0.0761
C: 2.469 -0.874 5.728  -0.1143
N: 1.352 -0.853 4.801  -0.1048
C: 1.305 -0.443 3.532  -0.2055
N: 0.099 -0.645 3.070  0.0154
N: -0.598 -1.200 4.086  -0.0275
N: 0.141 -1.335 5.128  0.0514
H: 3.141 2.505 6.181  0.0794
H: 2.132 1.815 4.917  0.0505
H: 3.847 1.402 4.993  0.0834
H: 3.479 0.259 7.180  0.1316
H: 0.524 0.917 6.729  0.0621
H: 1.560 1.613 7.977  0.0761
H: 1.145 -0.108 8.018  0.0777
H: 2.294 -1.717 6.396  0.1249
H: 3.362 -1.088 5.140  0.1321
H: 2.145 -0.087 2.961  0.1147
O: 0.608 -3.512 -1.010  -0.6626
S: 1.607 -4.583 -0.666  0.9534
C: 2.873 -4.481 -1.977  -0.2891
C: 2.568 -5.519 -3.066  -0.2256
C: 1.110 -5.946 -2.900  -0.2405
C: 0.920 -6.090 -1.399  -0.3176
H: 3.852 -4.588 -1.515  0.0758
H: 2.767 -3.451 -2.319  0.0875
H: 3.216 -6.388 -2.928  0.1062
H: 2.769 -5.118 -4.060  0.1053
H: 0.884 -6.868 -3.437  0.1111
H: 0.440 -5.169 -3.269  0.0753
H: 1.489 -6.932 -0.992  0.0934
H: -0.113 -6.158 -1.062  0.0932

For the HOMO energy, the calculation gives -2.49 eV. The calculation puts the HOMO-LUMO gap at 4.618 eV. Its net charge is -1. As for the total energy: -98932.8242 eV. Its relative energy (zero: lowest compared OMol25 entry of this formula, charge and spin) is 0.0 kcal per mole. Its LUMO energy is 2.1 eV.